ORCA calculation (ωB97M-V/def2-TZVPD) on a structure of composition C39H81InNO17S2Si at a distorted geometry.

**Net charge**: -1
**LUMO**: 1.555 eV
**Kohn-Sham gap**: 0.205 Eh
**F_max**: 0.0510 Eh/bohr
**Electronic energy**: -112773.689 eV

```
142
Properties=species:S:1:pos:R:3:forces:R:3:mulliken_charge:R:1
In 1.502471 2.547069 -1.241636 -0.3 0.0 0.4 1.354
S -3.269351 -1.884739 -2.278551 0.5 1.4 1.1 -0.087
S -0.783894 -0.199352 -2.186932 -0.7 -0.4 0.2 -0.090
Si 1.902853 4.618532 -2.727555 0.0 -0.5 0.3 -0.131
O -0.832498 6.860922 -6.626150 -0.4 0.2 -0.2 -0.234
O 4.700746 -0.997413 10.330172 -0.2 -0.1 -0.2 -0.387
O -2.026877 7.230935 -8.516303 0.0 0.1 0.2 -0.568
O 5.059511 0.037683 8.341959 -0.1 -0.2 0.2 -0.576
O -4.439677 -6.644563 -6.039153 -0.3 0.0 0.1 -0.559
O -2.976287 7.140170 -6.455697 0.2 0.2 -0.1 -0.336
O -5.319962 -5.000913 -4.745887 -0.3 -0.4 -0.2 -0.386
O -7.923269 -4.734031 -12.590102 -0.1 -0.1 0.2 -0.554
O -9.439100 -5.841810 -11.315291 0.3 0.1 0.2 -0.343
O 2.985867 -0.338840 9.173749 0.4 -0.2 0.1 -0.363
O 7.784157 -4.091103 13.257090 -0.1 -0.3 0.1 -0.553
O -6.643177 -6.110055 -6.060220 0.2 0.0 0.1 -0.362
O 1.361567 1.575030 3.526494 -0.8 1.5 1.8 -0.082
O 8.293771 -5.836139 14.616801 -0.2 0.0 -0.2 -0.373
O 6.238213 -5.597284 13.962322 0.4 0.0 0.0 -0.334
O 0.873386 2.815646 5.450030 0.1 -1.1 -2.4 -0.588
O -7.329723 -6.073177 -10.861105 -0.3 0.1 -0.1 -0.280
N -2.873444 0.017821 -0.262227 -0.9 -1.7 -0.9 0.559
C 0.946724 4.249038 -4.385852 -0.2 -0.6 -0.1 -0.826
C 2.455513 0.379846 8.058210 -0.3 0.3 -0.3 -0.537
C -2.490271 -0.375358 2.218093 0.0 0.5 -0.7 -0.773
C 6.115955 -1.111866 10.528562 0.6 0.1 0.2 0.109
C -4.015901 -4.709325 -4.219091 0.7 0.3 0.1 0.069
C 9.658642 -5.400835 14.664947 0.5 0.3 0.1 -0.163
C 2.429286 2.735534 0.806297 -0.2 0.5 0.3 -0.223
C -3.171009 -3.952305 -5.225731 0.0 -0.1 -0.3 -1.122
C -1.952650 7.099036 -7.319171 0.1 -0.2 0.2 0.725
C -5.371948 -5.987949 -5.646474 0.1 0.4 0.2 0.772
C 3.735506 4.876578 -3.228721 0.7 0.7 -1.0 -0.980
C 3.700822 2.132388 4.405140 0.5 -0.5 0.1 -0.422
C -8.204541 -5.468202 -11.676952 -0.1 -0.2 0.0 0.734
C 0.473552 -1.102358 -1.173517 0.4 -0.9 1.2 -0.244
C 1.247689 6.235929 -1.918127 -0.4 1.0 -0.7 -0.953
C -10.591899 -6.006875 -13.457128 0.3 -0.1 -0.1 -1.091
C 2.527718 1.078720 4.224562 1.3 -0.7 0.3 -0.232
C -6.815843 -7.062182 -7.107138 -0.2 -0.3 -0.3 -0.441
C 1.988284 -0.691972 -1.465440 0.3 0.0 -1.5 -0.411
C 6.725274 0.219430 10.926015 -0.1 0.3 -0.1 -1.177
C 0.642234 2.494403 4.279552 -1.0 0.9 0.7 0.594
C 4.487349 2.494979 3.060924 0.6 1.3 0.8 -0.685
C 3.688154 3.712768 0.872892 -1.8 -0.5 1.2 -0.500
C -2.432308 -0.697513 -1.464023 0.8 -0.8 -0.1 -0.611
C 4.050591 3.919046 2.424945 1.4 -0.7 -1.2 -0.568
C 4.324256 -0.396056 9.192453 -0.1 0.1 0.1 0.751
C -10.503520 -5.308424 -12.113139 -0.4 0.1 -0.4 -0.185
C 7.473323 -5.079655 13.876181 0.0 0.0 0.2 0.770
C 0.322293 6.683566 -7.444463 0.5 -0.1 -0.1 -0.720
C -4.006819 0.919284 -0.638423 0.4 1.7 -0.7 -0.652
C -5.964666 -5.843660 -11.209885 0.5 0.0 0.0 -0.681
C -3.556490 2.409657 -0.217047 0.4 -0.9 -0.6 -0.559
C -4.266849 7.353155 -7.038773 -0.5 -0.1 -0.2 -0.176
C -0.615796 3.150362 3.544839 0.4 -1.1 -1.1 -0.835
C -3.200207 -0.896420 0.862114 0.1 -0.5 1.7 -0.571
C 2.192589 0.662378 -2.285523 0.8 -0.4 0.1 -1.284
C -4.779988 6.098984 -7.721269 0.2 -0.2 -0.1 -1.111
C 9.822393 -4.189703 15.563973 -0.2 0.2 0.0 -1.078
C 5.242185 -4.817516 13.303354 -0.4 0.2 -0.2 -0.593
H 9.419714 -4.393907 16.558819 0.1 -0.1 0.0 0.291
H -4.314360 -0.936406 1.107991 1.2 0.1 -0.7 0.269
H -2.899759 -1.967895 0.621275 -0.2 1.5 0.3 0.398
H -3.435128 2.465341 0.908796 -0.4 0.1 -1.3 0.112
H -2.259600 -1.224362 2.929009 -0.3 1.0 -0.8 0.354
H 6.625209 0.957035 10.128010 0.1 -0.1 0.0 0.328
H 4.967246 4.608484 2.435309 -1.2 -0.8 0.4 0.337
H 2.830894 -0.017742 7.114411 0.1 0.1 0.2 0.183
H 3.791909 5.682666 -4.047344 0.0 -1.0 0.9 0.237
H 6.259724 -1.828813 11.339548 -0.3 0.0 -0.1 0.051
H 2.423372 -1.532301 -2.112999 -0.6 0.9 0.9 0.261
H -6.344140 -6.698764 -8.021781 0.1 -0.1 0.1 0.108
H -3.162981 0.399005 2.719109 0.8 -1.1 -0.5 0.267
H 7.786980 0.104519 11.152908 -0.1 -0.1 0.0 0.357
H 6.597194 -1.528710 9.640668 -0.2 0.2 -0.1 0.328
H -10.394537 -4.227190 -12.225478 0.2 -0.1 0.0 0.310
H -2.509409 2.560908 -0.649724 -1.4 -0.1 0.5 -0.023
H 4.527086 3.237731 0.282290 -0.6 0.9 0.7 0.239
H -3.690961 -3.052455 -5.562423 0.1 0.0 0.2 0.293
H -0.647208 4.271870 3.678567 0.2 -1.4 0.1 0.308
H 1.281958 7.087616 -2.686313 0.0 -0.9 1.0 0.226
H -2.972374 -4.556550 -6.113076 0.0 -0.1 0.1 0.398
H -0.299172 2.460983 -1.002846 0.4 0.2 0.1 -0.281
H 0.366064 -2.210668 -1.428709 -0.1 1.5 0.5 0.420
H 0.018477 4.886824 -4.493088 1.1 -0.5 -0.2 0.159
H 4.306307 -5.374809 13.329604 0.2 -0.1 0.1 0.235
H -2.214002 -3.665911 -4.786813 -0.1 0.1 0.1 0.339
H 4.407500 5.252473 -2.392234 -0.8 -0.7 -0.9 0.280
H 0.466278 7.529881 -8.119327 -0.2 -0.1 0.0 0.361
H 0.237714 5.753493 -8.009152 0.0 0.1 -0.1 0.319
H 6.216135 0.627244 11.802503 0.1 -0.1 0.0 0.303
H -7.884804 -7.171711 -7.288294 0.1 0.2 0.2 0.237
H 1.624000 3.174243 1.492653 1.0 -0.6 -0.9 -0.313
H -4.775588 5.255957 -7.026619 -0.1 0.1 0.1 0.294
H 2.628400 1.688510 1.190036 0.1 1.2 -0.3 0.000
H 3.377682 3.080157 4.947129 0.2 -1.3 -0.8 0.363
H 3.219338 4.407861 3.015860 0.8 -0.6 -0.8 0.305
H 1.683229 4.331967 -5.242789 -1.1 0.2 0.6 0.227
H -4.254347 3.188746 -0.646006 0.7 -0.8 0.7 0.374
H 3.324753 0.775895 -2.436041 -1.4 -0.2 0.1 0.311
H 0.587757 3.162072 -4.374882 0.5 1.4 0.0 0.252
H 4.489900 1.666769 2.293797 -0.3 0.9 0.9 0.320
H -5.732088 -6.342621 -12.152361 0.0 0.2 0.0 0.311
H -11.425437 -5.483732 -11.555704 0.3 -0.1 0.2 0.287
H 2.619627 -0.677197 -0.516969 -1.1 0.1 -1.0 0.190
H 1.842394 6.573936 -1.011740 -0.9 -0.5 -1.0 0.274
H 1.371724 0.268410 8.071957 0.1 -0.1 0.2 0.306
H -5.343175 -6.275058 -10.425391 -0.3 0.0 0.0 0.205
H 9.281139 -3.326971 15.172216 0.1 -0.1 -0.1 0.300
H -4.243650 8.205305 -7.722492 0.2 -0.1 0.0 0.310
H -3.522653 -5.624825 -3.883549 -0.1 0.0 -0.2 0.270
H -0.586448 2.915537 2.426297 0.1 0.4 1.5 0.140
H -4.169087 -4.083839 -3.337690 -0.3 -0.2 -0.2 0.094
H -1.541930 0.197611 1.939595 -1.1 -1.0 0.4 0.050
H 10.234226 -6.232908 15.074564 -0.3 -0.1 -0.1 0.290
H -9.696586 -5.832408 -14.056080 -0.1 0.1 0.1 0.314
H 0.145327 6.072461 -1.686068 1.4 0.3 0.1 0.232
H 5.099626 -3.873714 13.832759 0.1 0.0 -0.2 0.282
H -10.679743 -7.087481 -13.322197 -0.1 0.1 0.1 0.289
H -11.454744 -5.647941 -14.021551 0.0 0.0 0.1 0.353
H 2.948538 0.231582 3.584392 -0.8 1.2 0.6 0.286
H 10.036970 -5.211125 13.657712 -0.2 0.1 0.0 0.307
H -5.006921 0.631258 -0.192416 1.2 0.1 -0.2 0.351
H 1.741717 0.626794 -3.331521 0.5 -0.3 1.3 0.323
H -4.937305 7.615659 -6.218294 0.3 0.0 0.1 0.286
H 0.250003 -0.948931 -0.069320 0.1 -0.1 -1.3 0.010
H -6.411834 -8.037611 -6.828848 0.1 0.2 0.0 0.297
H 10.875765 -3.918043 15.655881 0.0 -0.1 0.0 0.347
H 5.506459 -4.635260 12.260001 0.1 0.1 0.2 0.267
H 5.579383 2.644029 3.371723 -1.4 -0.4 -0.4 0.425
H 4.134042 3.913426 -3.697671 -0.3 1.2 0.8 0.221
H 1.190725 6.613020 -6.790324 -0.3 0.0 0.2 0.185
H 3.353897 4.718206 0.446625 0.8 -1.3 0.3 0.066
H -4.148651 5.818861 -8.566054 0.0 0.1 0.0 0.314
H 2.696261 1.440116 8.149863 0.1 -0.1 -0.2 0.328
H -1.577382 2.678427 3.934484 1.4 0.6 -0.2 0.281
H -5.745218 -4.776585 -11.277068 -0.1 -0.1 -0.1 0.328
H 2.217017 0.602174 5.211722 0.3 0.9 -1.2 0.007
H -4.129554 0.828235 -1.771536 0.0 0.5 1.5 0.345
H -5.796435 6.249935 -8.090634 0.0 0.0 0.1 0.359
H 4.462646 1.639913 5.104356 -1.1 0.4 -0.8 0.189
```
Positions in Å, forces in eV/Å.